Record 1
Molecular formula: C28H25Cl48NOSi
Method: DFT, ωB97M-V/def2-TZVPD

Computed properties:
Energy in Ha: -23590.4335
Gap between HOMO and LUMO in Ha: 0.3035
Relative energy (zero: lowest compared OMol25 entry of this formula, charge and spin) in eV: 0.000
LUMO level in Eh: -0.001
HOMO energy in Ha: -0.30473

Geometry as ORCA input:
```
! RIJCOSX wB97M-V def2-TZVPD def2/J DEFGRID3
* xyz 0 1
C -1.5705 -7.0234 -1.8204
C -2.2566 -6.9932 -0.8350
C -2.9075 -6.9445 0.4988
C -3.3006 -5.5015 0.9101
C -2.3270 -4.8402 1.9229
Si -0.5271 -4.7077 1.3547
N 0.4431 -5.7149 2.4289
C 0.1323 -2.9161 1.5038
O 0.1418 -2.2411 0.2432
C -1.0939 -2.1156 -0.3213
C -2.2070 -1.7069 0.4260
C -3.4505 -1.5928 -0.1805
C -4.6351 -1.1066 0.6484
C -3.6249 -1.8949 -1.5255
C -2.5133 -2.2980 -2.2764
C -1.2542 -2.3890 -1.6898
C 0.0069 -2.7856 -2.4660
C -0.2900 -3.0944 -3.9424
C 0.9579 -1.5405 -2.4490
H -0.9369 -6.9794 -2.6720
H -2.3061 -7.4483 1.2560
H -3.8334 -7.5170 0.3940
H -3.4611 -4.8862 0.0246
H -4.2634 -5.5803 1.4246
H -2.4108 -5.3865 2.8674
H -2.7328 -3.8431 2.1226
H -0.3399 -5.0845 -0.0582
H 0.5298 -6.6572 2.0720
H 1.3583 -5.3266 2.6121
H -0.3509 -2.3491 2.3067
H 1.1846 -3.0001 1.8016
H -2.0446 -1.4712 1.4698
H -4.4186 -1.3133 1.6961
H -4.7340 -0.0288 0.5096
H -5.5479 -1.5875 0.3009
H -4.5943 -1.8273 -2.0005
H -2.5969 -2.5277 -3.3285
H 0.4750 -3.6394 -1.9744
H -0.8710 -4.0038 -4.0941
H -0.7628 -2.2228 -4.3995
H 0.6734 -3.2126 -4.4454
H 0.3246 -0.6498 -2.4317
H 1.5811 -1.5204 -1.5590
H 1.5318 -1.5074 -3.3756
C 2.7509 0.6068 1.5518
Cl 3.4920 2.0043 0.7677
Cl 1.0122 0.6259 1.2626
Cl 3.4500 -0.8747 0.8842
Cl 3.0597 0.6746 3.2925
C 3.5933 6.0913 1.9064
Cl 1.9777 5.6343 2.4568
Cl 4.7978 5.5009 3.0576
Cl 3.9008 5.3775 0.3193
Cl 3.6976 7.8534 1.7888
C 6.9919 0.6715 -1.0781
Cl 6.8855 -0.1543 0.4820
Cl 6.5391 2.3672 -0.8818
Cl 8.6452 0.5813 -1.6912
Cl 5.8903 -0.0983 -2.2291
C 10.0517 -0.2114 -5.4111
Cl 10.9121 0.6314 -6.7044
Cl 9.6072 -1.8324 -5.9558
Cl 11.1034 -0.3351 -3.9935
Cl 8.5903 0.6901 -4.9918
C -7.4832 0.2472 4.0227
Cl -7.9912 -0.3378 5.6112
Cl -8.3328 1.7582 3.6594
Cl -5.7314 0.5335 4.0409
Cl -7.8745 -0.9744 2.8067
C -2.0139 7.5217 1.6660
Cl -2.4633 6.8118 3.2217
Cl -2.9012 9.0319 1.4261
Cl -0.2761 7.8450 1.6517
Cl -2.4085 6.3922 0.3655
C 1.5847 6.4892 -3.0380
Cl 0.9963 6.9956 -1.4532
Cl 0.3845 6.9118 -4.2622
Cl 3.1095 7.3110 -3.3953
Cl 1.8507 4.7391 -3.0397
C -7.4163 1.7647 -0.4441
Cl -6.4285 2.4858 -1.7202
Cl -7.9396 0.1511 -0.9472
Cl -6.4661 1.6405 1.0387
Cl -8.8363 2.7774 -0.1517
C -0.0930 -8.7920 5.3383
Cl 0.4106 -7.1156 5.5523
Cl -1.7819 -8.9694 5.8302
Cl 0.0703 -9.2493 3.6349
Cl 0.9219 -9.8506 6.3261
C -1.4213 10.9670 -3.4896
Cl -1.2478 12.1442 -4.7971
Cl -1.8280 11.8078 -1.9881
Cl -2.7106 9.8249 -3.8915
Cl 0.0937 10.0857 -3.2813
C -0.0322 0.8076 5.8726
Cl 1.5367 0.3662 6.5588
Cl 0.0147 2.4882 5.3281
Cl -0.3920 -0.2443 4.4984
Cl -1.2869 0.6185 7.1033
C 7.3771 5.1947 -3.5604
Cl 8.0061 6.6508 -4.3405
Cl 5.6263 5.1067 -3.7912
Cl 8.1292 3.7651 -4.2846
Cl 7.7373 5.2560 -1.8309
*
```

Atom charges from the Löwdin analysis, given in e for atoms 1 to 8:
1 C 0.089
2 C -0.160
3 C -0.212
4 C -0.249
5 C -0.255
6 Si 0.623
7 N -0.096
8 C -0.259


Record 2
Molecular formula: C18H24N2O5
Method: DFT, ωB97M-V/def2-TZVPD

Computed properties:
Energy in Ha: -1186.0306
SMILES: CCOCCCN1C[C@H](C(=O)NCc2ccc3c(c2)OCO3)CC1=O
Gap between HOMO and LUMO in Ha: 0.3244
Relative energy (zero: lowest compared OMol25 entry of this formula, charge and spin) in eV: 1.465
LUMO level in Eh: 0.026
HOMO energy in Ha: -0.29834

Geometry as ORCA input:
```
! RIJCOSX wB97M-V def2-TZVPD def2/J DEFGRID3
* xyz 0 1
C 2.2897 2.5764 -1.4229
C 2.1967 1.1786 -2.0319
O 1.1514 0.3801 -1.5244
C -0.1595 0.7533 -1.8903
C -0.8743 1.5785 -0.8107
C -2.3963 1.5228 -0.9828
N -2.9449 0.2538 -0.5762
C -3.2580 -0.0282 0.8045
C -3.5099 -1.5462 0.8325
C -2.2654 -2.2845 1.3313
O -2.2721 -2.9320 2.3571
N -1.1784 -2.1448 0.5470
C 0.1243 -2.6457 0.9304
C 1.0792 -1.5164 1.2232
C 0.6934 -0.5064 2.0923
C 1.5182 0.5778 2.3772
C 2.7474 0.5993 1.7660
C 3.1482 -0.4191 0.9020
C 2.3314 -1.4814 0.6082
O 4.4107 -0.1512 0.4403
C 4.7997 1.0574 1.0553
O 3.7456 1.5355 1.8623
C -3.8600 -1.8808 -0.6210
C -3.2962 -0.7274 -1.4370
O -3.1709 -0.6792 -2.6404
H 2.2709 2.5162 -0.3376
H 3.2197 3.0446 -1.7362
H 1.4652 3.2037 -1.7531
H 2.1074 1.2601 -3.1261
H 3.1025 0.6122 -1.8007
H -0.1587 1.2957 -2.8437
H -0.7041 -0.1837 -2.0478
H -0.5531 2.6191 -0.8511
H -0.5900 1.1796 0.1659
H -2.8705 2.3122 -0.3917
H -2.6525 1.6629 -2.0368
H -2.4323 0.2670 1.4581
H -4.1529 0.5293 1.1119
H -4.3174 -1.8022 1.5201
H -1.2041 -1.5357 -0.2558
H 0.5220 -3.2778 0.1318
H -0.0360 -3.2565 1.8250
H -0.2719 -0.5710 2.5728
H 1.2138 1.3633 3.0487
H 2.6476 -2.2525 -0.0735
H 5.6918 0.8835 1.6797
H 5.0398 1.8047 0.2825
H -3.4474 -2.8312 -0.9570
H -4.9398 -1.9138 -0.7772
*
```

Atom charges from the Löwdin analysis, given in e for atoms 1 to 8:
1 C -0.059
2 C -0.256
3 O -0.160
4 C -0.199
5 C -0.131
6 C -0.133
7 N -0.065
8 C -0.090


Question: Among the records above, which one has the lowest HOMO energy?
Answer: C28H25Cl48NOSi